ORCA calculation (ωB97M-V/def2-TZVPD) on a 2-piece molecular cluster, C6H15N2Si overall.

Element x y z (Å)
C 1.989 0.555 0.927
C 1.731 -0.137 -1.085
C 3.241 -0.233 -0.737
C -1.691 -1.674 -0.710
C -2.202 1.532 -0.737
C -2.332 -0.034 2.009
N 1.037 0.262 0.110
N 3.233 0.416 0.572
Si -1.822 -0.054 0.217
H 1.861 0.801 2.042
H 1.518 0.586 -1.898
H 1.261 -1.098 -1.322
H 3.672 -1.387 -0.501
H 3.980 0.234 -1.437
H -1.860 -2.594 -0.109
H -2.295 -1.414 -1.692
H -0.738 -1.671 -1.174
H -1.822 2.429 -0.278
H -1.888 1.368 -1.690
H -3.311 1.716 -0.833
H -1.605 0.234 2.782
H -3.094 0.703 2.124
H -2.829 -0.997 2.245
H 3.964 0.456 1.174

The HOMO energy comes out at -12.251 eV. Its net charge is +1. For the calculated total energy, the calculation gives -17315.555 eV. Its energy above the lowest of the compared OMol25 structures with the same formula, charge and spin is 32.4 kcal per mole. As for the HOMO-LUMO gap: 8.44 eV.